15
Properties=species:S:1:pos:R:3:lowdin_charge:R:1 method="wB97M-V/def2-TZVPD" charge=+1 homo_lumo_gap_ev=4.137 homo_ev=-12.1914
O -0.5306 -1.0392 -1.4429 -0.090
C -0.3473 -1.7512 -0.4057 -0.812
C 0.6563 0.7602 -0.5770 -0.023
O -1.1906 -2.4595 0.1580 -0.023
O 0.8008 -1.5158 0.2651 0.010
C 1.5757 -0.4203 -0.2223 -0.137
H 1.2663 1.6702 -0.5141 0.107
H 0.3016 0.9297 -1.5957 0.122
H 2.2547 -0.1615 0.5972 0.139
H 2.1566 -0.7193 -1.1037 0.148
O -0.2339 1.9436 1.6497 -0.110
C -0.4634 1.1125 0.7244 -0.470
O -1.6853 0.6814 0.6370 -0.263
Li -2.4277 -0.8258 -0.3846 0.789
Cd -2.1334 1.7950 2.2147 1.614



15
Properties=species:S:1:pos:R:3:lowdin_charge:R:1 method="wB97M-V/def2-TZVPD" charge=-2 homo_lumo_gap_ev=7.067 homo_ev=-1.0521
C 0.5527 -0.0529 -0.6436 -0.240
N -1.5577 0.2779 -1.4211 -0.001
N -0.6845 0.0317 -0.3906 -0.100
O -2.1147 -0.3048 3.0065 -0.535
O 0.7377 -1.0499 -3.0213 -0.398
O 0.2102 -1.1579 2.5820 -0.552
O 0.0346 0.9330 3.9968 -0.439
O 2.7926 -0.0654 -1.9997 -0.409
O 0.8767 1.2617 -2.9187 -0.411
S -0.7526 -0.0331 2.5913 0.604
S 1.3514 0.0312 -2.2823 0.368
H 1.1310 -0.4654 0.2079 0.078
H -1.1708 0.3919 -2.3112 0.016
H -2.3272 -0.3620 -1.3195 0.072
H 0.9207 0.5641 3.9235 -0.051



25
Properties=species:S:1:pos:R:3:lowdin_charge:R:1 method="wB97M-V/def2-TZVPD" charge=+3 homo_lumo_gap_ev=3.915 homo_ev=-16.4186
Ag 4.5670 -0.7490 0.4779 0.906
Ag 2.1506 1.9658 0.9943 0.634
Ag 2.0489 -0.7780 4.2036 0.890
Ag -0.1781 -2.3121 2.2968 0.786
Ag 1.3689 -3.8508 -0.3410 0.911
C 1.3490 -0.7117 0.6568 -0.912
O 1.2269 -0.2975 1.9140 -0.315
O 0.5685 -1.6346 0.2173 -0.197
O 2.2933 -0.1884 -0.0728 -0.191
Br -2.8293 -0.7273 1.0525 0.730
C -1.6017 0.7995 1.0212 -0.709
C -1.3487 1.3853 2.3640 -0.594
Br 0.0717 2.7192 2.1611 0.813
H -2.0324 1.5101 0.3182 0.073
H -0.7033 0.4345 0.5453 -0.015
H -0.9874 0.6220 3.0468 0.031
H -2.2539 1.8310 2.7639 0.094
Br 0.7312 1.8362 -3.3533 0.672
C 0.1816 0.1493 -2.5472 -0.736
C -0.9650 -0.4787 -3.2945 -0.689
Br -2.6380 0.4338 -2.9701 0.675
H -0.1381 0.4820 -1.5629 -0.010
H 1.0593 -0.4824 -2.4751 0.040
H -1.1534 -1.5223 -3.0498 0.053
H -0.7876 -0.4360 -4.3669 0.061



92
Properties=species:S:1:pos:R:3:lowdin_charge:R:1 method="wB97M-V/def2-TZVPD" charge=0 homo_lumo_gap_ev=7.873 homo_ev=-7.6394
C 5.9887 2.9005 0.4503 -0.230
S 5.4100 1.1884 0.8811 0.833
O 3.9043 1.2164 0.8268 -0.591
C 6.0142 0.2860 -0.6284 -0.256
H 5.8426 3.5941 1.2783 0.053
H 5.4392 3.1813 -0.4482 0.041
H 7.0474 2.8658 0.1933 0.048
H 5.5345 -0.6645 -0.8618 0.057
H 7.1028 0.2305 -0.6257 0.049
H 5.7860 0.8343 -1.5423 0.031
C -2.1087 4.1678 2.1316 -0.209
S -2.4596 3.1137 0.5881 0.888
O -1.1147 2.7380 -0.0739 -0.598
C -3.0656 1.5836 1.3811 -0.252
H -3.0542 4.5653 2.5003 0.042
H -1.4667 4.9935 1.8247 0.035
H -1.7104 3.4945 2.8907 0.019
H -3.7465 1.8511 2.1891 0.054
H -2.2388 1.0220 1.8159 0.040
H -3.5713 0.9353 0.6655 0.019
C -6.5260 2.0689 -1.2800 -0.256
S -5.3797 1.3651 -2.5524 0.857
O -4.3020 0.5959 -1.7476 -0.587
C -6.6108 0.1498 -3.2907 -0.232
H -6.6513 1.3322 -0.4865 0.051
H -7.4969 2.4240 -1.6255 0.054
H -5.9086 2.8553 -0.8458 0.030
H -7.4352 0.6252 -3.8221 0.051
H -6.9129 -0.3594 -2.3756 0.023
H -6.0170 -0.4728 -3.9600 0.047
C 2.7568 1.2136 3.7798 -0.053
C 1.2838 1.4997 3.5259 -0.240
N 0.2092 1.6942 3.3892 0.156
H 3.3541 2.0989 3.5618 0.068
H 3.1720 0.3462 3.2665 0.043
H 2.9166 1.1662 4.8569 0.076
C -0.6381 -5.0646 1.7005 -0.074
C -0.2337 -6.3847 2.2935 -0.239
N 0.0568 -7.4566 2.7434 0.104
H -0.6171 -4.2696 2.4460 0.056
H -1.6336 -5.1687 1.2689 0.078
H 0.0541 -4.7090 0.9373 0.061
N -4.4582 -4.5817 -2.9895 -0.009
C -5.7839 -4.1709 -2.8310 -0.095
C -5.6506 -3.0700 -1.9937 -0.143
C -4.3164 -2.8553 -1.6150 -0.107
C -3.5965 -3.7745 -2.3146 -0.146
H -4.2205 -5.4631 -3.4217 0.144
H -6.6411 -4.5927 -3.3347 0.100
H -6.4038 -2.4175 -1.5774 0.078
H -4.0076 -2.0308 -0.9896 0.079
H -2.5601 -4.0450 -2.1768 0.100
N -0.2689 0.0804 0.1603 0.064
C 0.9020 -0.6220 0.4177 -0.174
C 0.6771 -1.9299 0.1779 -0.161
C -0.6174 -2.0937 -0.3238 -0.111
C -1.1982 -0.8478 -0.3402 -0.090
H -0.3757 1.0842 0.1266 0.071
H 1.8116 -0.1326 0.7331 0.090
H 1.4212 -2.7045 0.2904 0.099
H -1.0218 -3.0814 -0.4887 0.073
H -2.2059 -0.5360 -0.5720 0.078
N 2.0222 -0.2641 -2.4312 0.031
C 1.3139 -0.5323 -3.5335 -0.156
C 1.9264 0.0533 -4.5712 -0.148
C 3.0434 0.7491 -4.1172 -0.097
C 3.1598 0.4000 -2.7674 -0.123
H 1.7775 -0.6307 -1.5225 0.094
H 0.4163 -1.1245 -3.4338 0.115
H 1.4798 0.0774 -5.5543 0.094
H 3.6401 1.3602 -4.7783 0.088
H 3.8654 0.7001 -2.0068 0.060
N 1.1519 4.6251 -0.6689 0.025
C 2.5136 4.5882 -0.8094 -0.134
C 2.9602 5.9029 -0.7885 -0.121
C 1.8394 6.7732 -0.4942 -0.095
C 0.7576 5.9102 -0.4672 -0.167
H 0.5148 3.8458 -0.5866 0.095
H 3.0543 3.6556 -0.8747 0.087
H 4.0263 6.0718 -0.8273 0.074
H 1.9000 7.8323 -0.2920 0.082
H -0.2552 6.1823 -0.2091 0.098
N 3.5955 -3.4429 3.0909 0.020
C 2.4570 -2.6967 3.3388 -0.142
C 1.5379 -3.5205 3.9025 -0.143
C 2.1573 -4.7257 4.2382 -0.117
C 3.4328 -4.6650 3.7319 -0.125
H 4.4634 -3.0588 2.7454 0.140
H 2.2975 -1.7125 2.9236 0.085
H 0.5062 -3.2477 4.0684 0.096
H 1.7369 -5.6031 4.7069 0.094
H 4.2487 -5.3659 3.8297 0.104



20
Properties=species:S:1:pos:R:3:lowdin_charge:R:1 method="wB97M-V/def2-TZVPD" charge=+1 homo_lumo_gap_ev="7.294 / 7.295" homo_ev="-11.5820 / -11.5837"
C -1.1270 -0.0068 -2.7952 0.096
C 0.6416 0.7484 1.9363 -0.041
C 1.5540 -0.6283 -0.0461 -0.029
C -1.0446 0.9056 -0.4769 -0.078
C 0.4879 -0.2950 0.9177 -0.410
N -1.3754 0.0239 -1.4822 -0.090
N -0.4244 -1.1744 1.3441 0.144
H -1.2431 -0.9487 -3.2615 0.069
H -0.7608 0.7938 -3.4605 0.106
H 1.3384 0.5817 2.6298 0.055
H 1.1263 1.6709 1.5552 0.118
H -0.2752 1.0248 2.4873 0.115
H 1.8011 0.3848 -0.5889 0.135
H 1.3986 -1.3862 -0.8669 0.106
H 2.5389 -0.7884 0.4489 0.111
H -0.5456 1.8932 -0.7615 0.117
H -1.7555 0.9728 0.3870 0.093
H -0.4741 -2.1299 1.0549 0.123
H -1.8795 -0.7561 -1.1818 0.124
H -1.2156 -0.9479 1.9474 0.137



55
Properties=species:S:1:pos:R:3:lowdin_charge:R:1 method="wB97M-V/def2-TZVPD" charge=0 smiles="O=C(NCCCn1ccnc1)C(=O)NC[C@H]1OCCCN1S(=O)(=O)c1ccc(Cl)cc1" homo_lumo_gap_ev=8.924 homo_ev=-8.5561
O 2.7522 2.1585 1.4214 0.078
C 2.7508 1.9884 0.2165 -0.434
N 2.3704 2.8870 -0.7017 0.085
C 1.7110 4.1268 -0.3783 -0.165
C 0.1958 4.0325 -0.5853 -0.136
C -0.4458 3.1038 0.4514 -0.131
N -1.7728 2.7011 0.0640 -0.074
C -2.9425 2.9749 0.7112 -0.071
C -3.9280 2.3661 -0.0110 -0.165
N -3.3891 1.7273 -1.0819 0.077
C -2.1032 1.9469 -1.0086 -0.194
C 3.1982 0.6752 -0.4271 -0.437
O 3.5171 0.5901 -1.5965 0.087
N 3.2067 -0.3377 0.4609 0.083
C 3.3501 -1.7069 0.0415 -0.080
C 2.0947 -2.1839 -0.7399 -0.329
O 2.2151 -3.4862 -1.2288 -0.057
C 2.1191 -4.4978 -0.2402 -0.187
C 0.8098 -4.3889 0.5422 -0.126
C 0.7015 -2.9767 1.1151 -0.180
N 0.8718 -2.0406 0.0241 -0.171
S 0.2119 -0.5368 0.2544 0.686
O 0.4895 -0.0615 1.5824 -0.268
O 0.6087 0.2924 -0.8468 -0.265
C -1.5341 -0.8780 0.1309 -0.296
C -2.3675 -0.5692 1.1888 -0.054
C -3.7307 -0.7650 1.0609 -0.096
C -4.2314 -1.2640 -0.1338 -0.678
Cl -5.9229 -1.4839 -0.3076 0.705
C -3.3904 -1.5840 -1.1923 -0.086
C -2.0296 -1.3873 -1.0548 -0.054
H 2.3665 2.5609 -1.6593 0.147
H 1.9369 4.3410 0.6693 0.126
H 2.1229 4.9217 -1.0066 0.122
H -0.2445 5.0292 -0.5204 0.118
H 0.0001 3.6383 -1.5844 0.112
H 0.1689 2.2072 0.5643 0.084
H -0.5042 3.6020 1.4217 0.139
H -2.9743 3.5650 1.6040 0.110
H -4.9847 2.3500 0.1656 0.095
H -1.3756 1.5660 -1.6963 0.121
H 2.8007 -0.1240 1.3643 0.127
H 4.1994 -1.7761 -0.6443 0.141
H 3.5365 -2.3256 0.9191 0.122
H 1.9889 -1.5371 -1.6178 0.156
H 2.9746 -4.4519 0.4467 0.121
H 2.1682 -5.4358 -0.7960 0.129
H 0.7830 -5.1293 1.3406 0.120
H -0.0265 -4.5598 -0.1363 0.122
H -0.2862 -2.7943 1.5432 0.122
H 1.4493 -2.8169 1.9036 0.130
H -1.9364 -0.1653 2.0914 0.119
H -4.4012 -0.5185 1.8687 0.112
H -3.8034 -1.9636 -2.1130 0.111
H -1.3454 -1.6057 -1.8588 0.125



20
Properties=species:S:1:pos:R:3:lowdin_charge:R:1 method="wB97M-V/def2-TZVPD" charge=0 smiles=CCCNCCO homo_lumo_gap_ev=9.536 homo_ev=-8.5609
C 2.5013 -0.3475 -1.5486 -0.127
C 1.9051 0.8253 -0.8369 -0.249
C 0.3241 0.7933 -0.8308 -0.210
N -0.1058 0.1244 0.4279 -0.115
C -1.4514 0.3533 0.8779 -0.270
C -1.9944 -1.0261 1.2449 -0.305
O -3.2804 -1.0667 1.7842 -0.091
H 2.1645 -1.1348 -0.9481 0.052
H 2.0530 -0.5941 -2.4981 0.078
H 3.5473 -0.3519 -1.5037 0.056
H 2.1156 1.7231 -1.5135 0.117
H 2.3702 0.9844 0.1232 0.094
H -0.1011 1.8035 -0.7411 0.099
H -0.0803 0.4360 -1.7655 0.106
H 0.5638 0.3322 1.2650 0.155
H -1.5084 1.1325 1.7124 0.135
H -2.1768 0.6631 0.0891 0.124
H -2.0303 -1.6060 0.1649 0.163
H -1.3201 -1.5258 1.8593 0.080
H -3.4959 -1.5182 2.6376 0.111



| no. | E (a.u.) |
| --- | --- |
| 1 | -705.993029 |
| 2 | -1397.830487 |
| 3 | -11450.772790 |
| 4 | -2975.884543 |
| 5 | -307.461285 |
| 6 | -2246.821528 |
| 7 | -328.225724 |